The following is a quantum chemistry calculation of a 14-piece molecular cluster, C77H161Cl14N7O7 overall, from OMol25.

Bonds (Å) are listed after each position.
CARTESIAN COORDINATES (ANGSTROEM)
1 C -17.7133 -18.9448 5.4385  C2 1.556, H12 1.090, H13 1.090, H14 1.090
2 C -18.0318 -20.4551 5.2424  C1 1.556, C3 1.561, N7 1.500, C11 1.551
3 C -19.5863 -20.5915 5.2513  C2 1.561, C4 1.533, H15 1.090, H16 1.090
4 C -20.2083 -20.2005 3.9057  C3 1.533, C5 1.492, H17 1.090, H18 1.090
5 C -19.5536 -21.0252 2.8491  C4 1.492, C6 1.498, H19 1.090, H20 1.090
6 C -18.0728 -20.9044 2.6601  C5 1.498, N7 1.497, C9 1.485, C10 1.521
7 N -17.4242 -21.0413 4.0025  C2 1.500, C6 1.497, O8 1.356
8 O -16.0814 -20.8723 3.9252  N7 1.356, H30 0.960
9 C -17.6866 -22.1096 1.8841  C6 1.485, H21 1.090, H22 1.090, H23 1.090
10 C -17.7332 -19.6292 1.9042  C6 1.521, H24 1.090, H25 1.090, H26 1.090
11 C -17.6147 -21.3286 6.4544  C2 1.551, H27 1.090, H28 1.090, H29 1.090
12 H -18.2377 -18.1852 4.8587  C1 1.090
13 H -16.6751 -18.6134 5.4549  C1 1.090
14 H -18.1319 -18.6544 6.4021  C1 1.090
15 H -19.7690 -21.6260 5.5418  C3 1.090
16 H -20.1438 -19.9991 5.9770  C3 1.090
17 H -20.1826 -19.1308 3.6979  C4 1.090
18 H -21.2440 -20.5338 3.9715  C4 1.090
19 H -20.0748 -20.7663 1.9275  C5 1.090
20 H -19.9116 -22.0325 3.0619  C5 1.090
21 H -16.6098 -22.0596 1.7226  C9 1.090
22 H -17.8218 -23.0090 2.4847  C9 1.090
23 H -18.0285 -22.0654 0.8500  C9 1.090
24 H -18.3348 -19.4353 1.0161  C10 1.090
25 H -17.8793 -18.7939 2.5891  C10 1.090
26 H -16.6801 -19.5271 1.6424  C10 1.090
27 H -17.8413 -22.3889 6.3431  C11 1.090
28 H -18.0282 -21.0007 7.4081  C11 1.090
29 H -16.5343 -21.2656 6.5841  C11 1.090
30 H -16.0363 -19.9309 3.7425  O8 0.960
31 C -18.8736 -20.5991 -4.1839  C32 1.572, H42 1.090, H43 1.090, H44 1.090
32 C -19.0571 -19.6268 -2.9623  C31 1.572, C33 1.543, N37 1.487, C41 1.522
33 C -17.7519 -18.8130 -2.8388  C32 1.543, C34 1.603, H45 1.090, H46 1.090
34 C -17.4610 -17.7757 -4.0264  C33 1.603, C35 1.520, H47 1.090, H48 1.090
35 C -18.6365 -16.8135 -3.9723  C34 1.520, C36 1.581, H49 1.090, H50 1.090
36 C -20.0360 -17.5319 -4.1274  C35 1.581, N37 1.498, C39 1.530, C40 1.517
37 N -20.1875 -18.6860 -3.1843  C32 1.487, C36 1.498, O38 1.368
38 O -21.4261 -19.2654 -3.1311  N37 1.368, H60 0.960
39 C -21.0663 -16.5198 -3.6224  C36 1.530, H51 1.090, H52 1.090, H53 1.090
40 C -20.2319 -17.8957 -5.5867  C36 1.517, H54 1.090, H55 1.090, H56 1.090
41 C -19.1815 -20.2736 -1.5899  C32 1.522, H57 1.090, H58 1.090, H59 1.090
42 H -19.8832 -20.8023 -4.5409  C31 1.090
43 H -18.3259 -21.5043 -3.9216  C31 1.090
44 H -18.5244 -20.1145 -5.0956  C31 1.090
45 H -17.6640 -18.2953 -1.8836  C33 1.090
46 H -16.9438 -19.5443 -2.8554  C33 1.090
47 H -17.2267 -18.2466 -4.9811  C34 1.090
48 H -16.6123 -17.1183 -3.8380  C34 1.090
49 H -18.5152 -16.0688 -4.7590  C35 1.090
50 H -18.6237 -16.2700 -3.0276  C35 1.090
51 H -20.7596 -15.5492 -4.0123  C39 1.090
52 H -22.0386 -16.6678 -4.0924  C39 1.090
53 H -21.2974 -16.3346 -2.5734  C39 1.090
54 H -19.4340 -18.5167 -5.9938  C40 1.090
55 H -21.2228 -18.3376 -5.6909  C40 1.090
56 H -20.2349 -16.9811 -6.1797  C40 1.090
57 H -20.0549 -20.9255 -1.5732  C41 1.090
58 H -19.4228 -19.5746 -0.7891  C41 1.090
59 H -18.3407 -20.8877 -1.2675  C41 1.090
60 H -21.5130 -19.5774 -4.0349  O38 0.960
61 C -22.6235 -24.5458 -6.9386  C62 1.548, H72 1.090, H73 1.090, H74 1.090
62 C -23.7326 -25.4137 -6.2949  C61 1.548, C63 1.564, N67 1.468, C71 1.607
63 C -24.6541 -24.4504 -5.4768  C62 1.564, C64 1.520, H75 1.090, H76 1.090
64 C -25.9620 -25.0334 -4.9673  C63 1.520, C65 1.578, H77 1.090, H78 1.090
65 C -26.7603 -25.6138 -6.1986  C64 1.578, C66 1.536, H79 1.090, H80 1.090
66 C -25.9072 -26.6379 -6.9621  C65 1.536, N67 1.487, C69 1.551, C70 1.532
67 N -24.5651 -26.0926 -7.2954  C62 1.468, C66 1.487, O68 1.397
68 O -23.8032 -26.8983 -8.1445  N67 1.397, H90 0.960
69 C -25.7625 -27.9974 -6.2301  C66 1.551, H81 1.090, H82 1.090, H83 1.090
70 C -26.7044 -26.9764 -8.2255  C66 1.532, H84 1.090, H85 1.090, H86 1.090
71 C -23.0830 -26.4377 -5.2397  C62 1.607, H87 1.090, H88 1.090, H89 1.090
72 H -23.1151 -23.8126 -7.5780  C61 1.090
73 H -22.0012 -25.2271 -7.5188  C61 1.090
74 H -21.9552 -24.0956 -6.2045  C61 1.090
75 H -24.1165 -24.0389 -4.6226  C63 1.090
76 H -24.8755 -23.5997 -6.1214  C63 1.090
77 H -26.5138 -24.1969 -4.5384  C64 1.090
78 H -25.8733 -25.6627 -4.0817  C64 1.090
79 H -27.1609 -24.7622 -6.7486  C65 1.090
80 H -27.6402 -26.0584 -5.7336  C65 1.090
81 H -26.6749 -28.3798 -5.7725  C69 1.090
82 H -25.3660 -28.8260 -6.8168  C69 1.090
83 H -25.1177 -28.0173 -5.3515  C69 1.090
84 H -26.4109 -27.8923 -8.7383  C70 1.090
85 H -27.7379 -27.2130 -7.9724  C70 1.090
86 H -26.7675 -26.2031 -8.9911  C70 1.090
87 H -22.7976 -27.4404 -5.5578  C71 1.090
88 H -23.6999 -26.5883 -4.3538  C71 1.090
89 H -22.1863 -26.0188 -4.7831  C71 1.090
90 H -24.0045 -26.5494 -9.0159  O68 0.960
91 C -15.6232 -21.2579 -5.6406  C92 1.573, H102 1.090, H103 1.090, H104 1.090
92 C -14.2787 -20.4487 -5.7523  C91 1.573, C93 1.535, N97 1.500, C101 1.614
93 C -13.1140 -21.2901 -5.2119  C92 1.535, C94 1.534, H105 1.090, H106 1.090
94 C -12.6265 -22.3636 -6.1928  C93 1.534, C95 1.516, H107 1.090, H108 1.090
95 C -12.2825 -21.8052 -7.5601  C94 1.516, C96 1.542, H109 1.090, H110 1.090
96 C -13.3579 -20.8784 -8.1613  C95 1.542, N97 1.490, C99 1.593, C100 1.549
97 N -13.9326 -19.9685 -7.1304  C92 1.500, C96 1.490, O98 1.414
98 O -14.8665 -19.0467 -7.6573  N97 1.414, H120 0.960
99 C -12.6469 -19.9877 -9.2738  C96 1.593, H111 1.090, H112 1.090, H113 1.090
100 C -14.3697 -21.8513 -8.8175  C96 1.549, H114 1.090, H115 1.090, H116 1.090
101 C -14.3742 -19.1482 -4.8006  C92 1.614, H117 1.090, H118 1.090, H119 1.090
102 H -15.9364 -21.3673 -4.6024  C91 1.090
103 H -15.6439 -22.3034 -5.9481  C91 1.090
104 H -16.4541 -20.6375 -5.9765  C91 1.090
105 H -12.2954 -20.6385 -4.9062  C93 1.090
106 H -13.3758 -21.9047 -4.3506  C93 1.090
107 H -13.3508 -23.1554 -6.3843  C94 1.090
108 H -11.7424 -22.7295 -5.6707  C94 1.090
109 H -12.1322 -22.6518 -8.2300  C95 1.090
110 H -11.3144 -21.3304 -7.4005  C95 1.090
111 H -12.1767 -20.6331 -10.0158  C99 1.090
112 H -13.3824 -19.4391 -9.8622  C99 1.090
113 H -11.9366 -19.2988 -8.8166  C99 1.090
114 H -14.7575 -22.5473 -8.0737  C100 1.090
115 H -15.2526 -21.3048 -9.1490  C100 1.090
116 H -14.0185 -22.3117 -9.7410  C100 1.090
117 H -14.5128 -19.3358 -3.7358  C101 1.090
118 H -15.1739 -18.4799 -5.1197  C101 1.090
119 H -13.5114 -18.4830 -4.8344  C101 1.090
120 H -15.6151 -19.5958 -7.9017  O98 0.960
121 C -17.1383 -24.0615 -2.2369  C122 1.571, H132 1.090, H133 1.090, H134 1.090
122 C -17.8476 -25.4586 -2.3502  C121 1.571, C123 1.489, N127 1.465, C131 1.537
123 C -19.0916 -25.2004 -3.1258  C122 1.489, C124 1.470, H135 1.090, H136 1.090
124 C -19.0030 -24.9693 -4.5749  C123 1.470, C125 1.534, H137 1.090, H138 1.090
125 C -18.2432 -26.1474 -5.1989  C124 1.534, C126 1.578, H139 1.090, H140 1.090
126 C -16.8578 -26.4127 -4.4909  C125 1.578, N127 1.475, C129 1.521, C130 1.568
127 N -17.0475 -26.4807 -3.0300  C122 1.465, C126 1.475, O128 1.408
128 O -15.9707 -26.9883 -2.2782  N127 1.408, H150 0.960
129 C -16.2799 -27.7402 -4.9577  C126 1.521, H141 1.090, H142 1.090, H143 1.090
130 C -15.7505 -25.3644 -4.8560  C126 1.568, H144 1.090, H145 1.090, H146 1.090
131 C -18.2692 -26.0467 -0.9946  C122 1.537, H147 1.090, H148 1.090, H149 1.090
132 H -17.1066 -23.4617 -3.1465  C121 1.090
133 H -16.1380 -24.0695 -1.8038  C121 1.090
134 H -17.5204 -23.2979 -1.5593  C121 1.090
135 H -19.7673 -26.0401 -2.9633  C123 1.090
136 H -19.5956 -24.3225 -2.7218  C123 1.090
137 H -18.4698 -24.0586 -4.8475  C124 1.090
138 H -20.0002 -24.8051 -4.9834  C124 1.090
139 H -18.0512 -25.9437 -6.2524  C125 1.090
140 H -18.8633 -27.0430 -5.1606  C125 1.090
141 H -16.7328 -28.5996 -4.4632  C129 1.090
142 H -16.3712 -27.8742 -6.0355  C129 1.090
143 H -15.2129 -27.7472 -4.7349  C129 1.090
144 H -16.2752 -24.4246 -5.0285  C130 1.090
145 H -14.9943 -25.3671 -4.0710  C130 1.090
146 H -15.2962 -25.5928 -5.8201  C130 1.090
147 H -18.8313 -26.9669 -1.1535  C131 1.090
148 H -18.9341 -25.3383 -0.5006  C131 1.090
149 H -17.4059 -26.2047 -0.3481  C131 1.090
150 H -16.3057 -27.8217 -1.9392  O128 0.960
151 C -25.1214 -22.8238 -0.1464  C152 1.551, H162 1.090, H163 1.090, H164 1.090
152 C -24.3246 -24.0218 -0.7263  C151 1.551, C153 1.599, N157 1.469, C161 1.526
153 C -23.5223 -23.4216 -1.9723  C152 1.599, C154 1.548, H165 1.090, H166 1.090
154 C -22.2534 -22.6643 -1.5113  C153 1.548, C155 1.538, H167 1.090, H168 1.090
155 C -21.5012 -23.5808 -0.5319  C154 1.538, C156 1.590, H169 1.090, H170 1.090
156 C -22.2092 -24.1764 0.7615  C155 1.590, N157 1.477, C159 1.544, C160 1.530
157 N -23.4667 -24.7375 0.2276  C152 1.469, C156 1.477, O158 1.370
158 O -24.1278 -25.3993 1.2286  N157 1.370, H180 0.960
159 C -21.3311 -25.3545 1.2356  C156 1.544, H171 1.090, H172 1.090, H173 1.090
160 C -22.2993 -23.0434 1.7865  C156 1.530, H174 1.090, H175 1.090, H176 1.090
161 C -25.3551 -24.9547 -1.3554  C152 1.526, H177 1.090, H178 1.090, H179 1.090
162 H -25.8864 -23.1463 0.5599  C151 1.090
163 H -25.6754 -22.2276 -0.8716  C151 1.090
164 H -24.5540 -22.0809 0.4141  C151 1.090
165 H -23.2651 -24.1628 -2.7291  C153 1.090
166 H -24.0773 -22.5735 -2.3731  C153 1.090
167 H -22.5776 -21.8541 -0.8581  C154 1.090
168 H -21.5782 -22.3787 -2.3180  C154 1.090
169 H -20.6607 -22.9621 -0.2174  C155 1.090
170 H -21.0432 -24.4140 -1.0649  C155 1.090
171 H -21.7585 -25.7359 2.1630  C159 1.090
172 H -21.1865 -26.1947 0.5564  C159 1.090
173 H -20.3600 -25.0090 1.5902  C159 1.090
174 H -21.8889 -22.0643 1.5396  C160 1.090
175 H -23.3208 -22.8656 2.1227  C160 1.090
176 H -21.7407 -23.3883 2.6566  C160 1.090
177 H -24.8815 -25.8612 -1.7323  C161 1.090
178 H -25.9036 -24.4368 -2.1422  C161 1.090
179 H -26.0235 -25.4316 -0.6385  C161 1.090
180 H -24.4145 -26.2178 0.8170  O158 0.960
181 C -18.7830 -26.5312 4.6920  C182 1.530, H192 1.090, H193 1.090, H194 1.090
182 C -18.1331 -27.9029 4.8806  C181 1.530, C183 1.561, N187 1.508, C191 1.551
183 C -18.9921 -28.7747 5.8500  C182 1.561, C184 1.560, H195 1.090, H196 1.090
184 C -20.3063 -29.2300 5.1427  C183 1.560, C185 1.545, H197 1.090, H198 1.090
185 C -19.9255 -30.1135 3.9341  C184 1.545, C186 1.534, H199 1.090, H200 1.090
186 C -18.9671 -29.4389 2.9450  C185 1.534, N187 1.466, C189 1.569, C190 1.595
187 N -17.8975 -28.7015 3.6232  C182 1.508, C186 1.466, O188 1.421
188 O -17.1081 -28.0144 2.6621  N187 1.421, H210 0.960
189 C -18.3100 -30.6133 2.1374  C186 1.569, H201 1.090, H202 1.090, H203 1.090
190 C -19.8829 -28.5120 2.0254  C186 1.595, H204 1.090, H205 1.090, H206 1.090
191 C -16.7445 -27.7334 5.5507  C182 1.551, H207 1.090, H208 1.090, H209 1.090
192 H -18.8944 -26.0352 5.6563  C181 1.090
193 H -19.7280 -26.6126 4.1549  C181 1.090
194 H -18.1798 -25.7885 4.1699  C181 1.090
195 H -18.3908 -29.5987 6.2342  C183 1.090
196 H -19.2941 -28.0690 6.6238  C183 1.090
197 H -20.9720 -28.3970 4.9166  C184 1.090
198 H -20.9796 -29.8230 5.7615  C184 1.090
199 H -20.8211 -30.5456 3.4875  C185 1.090
200 H -19.3983 -31.0011 4.2841  C185 1.090
201 H -17.8517 -30.2820 1.2056  C189 1.090
202 H -17.4623 -31.0984 2.6213  C189 1.090
203 H -18.9430 -31.4667 1.8943  C189 1.090
204 H -20.4322 -29.1696 1.3517  C190 1.090
205 H -20.6409 -27.9501 2.5712  C190 1.090
206 H -19.2534 -27.8952 1.3840  C190 1.090
207 H -16.8827 -27.3825 6.5734  C191 1.090
208 H -16.0292 -27.1455 4.9754  C191 1.090
209 H -16.3366 -28.7429 5.4998  C191 1.090
210 H -16.4806 -28.7099 2.4519  O188 0.960
211 Cl -19.6938 -30.3179 -1.3383  C212 1.769
212 C -18.9189 -29.8076 -2.8445  Cl211 1.769, C213 1.469, H215 1.090, H216 1.090
213 C -19.7249 -30.0658 -4.0450  C212 1.469, Cl214 1.725, H217 1.090, H218 1.090
214 Cl -20.9216 -28.8330 -4.2031  C213 1.725
215 H -17.9047 -30.2026 -2.9045  C212 1.090
216 H -18.8319 -28.7331 -2.6834  C212 1.090
217 H -20.1973 -31.0480 -4.0335  C213 1.090
218 H -19.1874 -30.0414 -4.9929  C213 1.090
219 Cl -17.6745 -22.2354 -9.6709  C220 1.765
220 C -17.9389 -23.6508 -8.6505  Cl219 1.765, C221 1.533, H223 1.090, H224 1.090
221 C -19.3389 -23.6433 -8.0263  C220 1.533, Cl222 1.731, H225 1.090, H226 1.090
222 Cl -19.4896 -22.2777 -6.9734  C221 1.731
223 H -17.1632 -23.5594 -7.8903  C220 1.090
224 H -17.7822 -24.5481 -9.2491  C220 1.090
225 H -19.5144 -24.6121 -7.5586  C221 1.090
226 H -20.1386 -23.5942 -8.7654  C221 1.090
227 Cl -16.6420 -33.0430 -1.1975  C228 1.796
228 C -15.0081 -32.3292 -0.9800  Cl227 1.796, C229 1.568, H231 1.090, H232 1.090
229 C -15.0659 -30.9380 -0.2596  C228 1.568, Cl230 1.772, H233 1.090, H234 1.090
230 Cl -16.0369 -29.7455 -1.1410  C229 1.772
231 H -14.5500 -32.4148 -1.9653  C228 1.090
232 H -14.4943 -33.0381 -0.3308  C228 1.090
233 H -14.0473 -30.5516 -0.2952  C229 1.090
234 H -15.5176 -31.1194 0.7157  C229 1.090
235 Cl -14.7119 -28.5921 -7.8632  C236 1.801
236 C -13.4022 -27.5247 -8.4862  Cl235 1.801, C237 1.559, H239 1.090, H240 1.090
237 C -13.6064 -25.9929 -8.2829  C236 1.559, Cl238 1.778, H241 1.090, H242 1.090
238 Cl -14.6683 -25.3767 -9.5692  C237 1.778
239 H -13.2376 -27.6911 -9.5508  C236 1.090
240 H -12.5521 -27.6663 -7.8189  C236 1.090
241 H -12.6484 -25.4848 -8.3929  C237 1.090
242 H -14.0517 -25.8291 -7.3016  C237 1.090
243 Cl -18.3680 -28.3430 -7.9277  C244 1.832
244 C -19.9574 -28.7374 -8.7495  Cl243 1.832, C245 1.653, H247 1.090, H248 1.090
245 C -20.9969 -29.6530 -7.8482  C244 1.653, Cl246 1.745, H249 1.090, H250 1.090
246 Cl -20.4782 -31.3018 -7.6106  C245 1.745
247 H -19.6956 -29.2337 -9.6840  C244 1.090
248 H -20.3758 -27.7868 -9.0801  C244 1.090
249 H -21.9876 -29.6368 -8.3026  C245 1.090
250 H -21.1829 -29.3066 -6.8316  C245 1.090
251 Cl -14.2957 -23.3996 0.6546  C252 1.803
252 C -14.1367 -25.1098 0.1058  Cl251 1.803, C253 1.489, H255 1.090, H256 1.090
253 C -13.1580 -25.1656 -1.0145  C252 1.489, Cl254 1.767, H257 1.090, H258 1.090
254 Cl -13.4291 -23.8462 -2.1585  C253 1.767
255 H -15.1718 -25.3288 -0.1564  C252 1.090
256 H -14.0001 -25.8561 0.8885  C252 1.090
257 H -13.3200 -26.0464 -1.6357  C253 1.090
258 H -12.0999 -25.1582 -0.7528  C253 1.090
259 Cl -16.1748 -32.2353 -4.6611  C260 1.856
260 C -16.0027 -31.5581 -6.3808  Cl259 1.856, C261 1.548, H263 1.090, H264 1.090
261 C -16.9065 -32.2683 -7.4177  C260 1.548, Cl262 1.784, H265 1.090, H266 1.090
262 Cl -16.3756 -31.9636 -9.0933  C261 1.784
263 H -14.9446 -31.6558 -6.6237  C260 1.090
264 H -16.2830 -30.5067 -6.3170  C260 1.090
265 H -17.9618 -32.0098 -7.3298  C261 1.090
266 H -16.8034 -33.3367 -7.2286  C261 1.090

Properties
Total charge ... 0
E_LUMO ... 0.006 Eh
Electronic energy ... -10382.6640 a.u.